{
  "formula": "C26H37AlF3I2N2O11",
  "method": "ωB97M-V/def2-TZVPD",
  "elements": ["C", "C", "I", "C", "I", "Al", "C", "C", "C", "N", "C", "C", "C", "C", "N", "O", "C", "O", "C", "C", "C", "C", "C", "C", "H", "H", "H", "H", "H", "H", "H", "H", "H", "H", "H", "H", "H", "H", "H", "H", "H", "H", "H", "H", "H", "H", "H", "H", "H", "H", "H", "H", "C", "C", "O", "C", "O", "O", "F", "H", "H", "H", "C", "C", "O", "C", "O", "O", "F", "H", "H", "H", "C", "C", "O", "C", "O", "O", "F", "H", "H", "H"],
  "xyz": [[2.873, 4.335, 0.063], [2.630, 2.891, 0.690], [2.989, 2.973, 2.876], [1.101, 2.465, 0.445], [0.527, 1.195, 2.155], [1.136, 1.230, -1.225], [-0.554, 1.320, -2.337], [-1.859, 1.621, -1.448], [-2.473, 3.048, -1.694], [-2.793, 3.335, -3.126], [2.684, 1.830, -2.458], [2.878, 0.664, -3.539], [4.343, 0.084, -3.583], [4.691, -0.895, -2.391], [5.666, -0.308, -1.415], [1.617, -0.464, -0.616], [0.613, -1.352, -0.611], [-0.557, -1.139, -0.364], [1.050, -2.845, -0.896], [0.977, -3.487, -2.197], [1.473, -4.884, -2.302], [2.031, -5.570, -1.132], [2.087, -4.926, 0.204], [1.592, -3.560, 0.285], [3.644, 4.253, -0.757], [1.886, 4.712, -0.305], [3.253, 5.008, 0.870], [3.343, 2.118, 0.307], [0.402, 3.332, 0.347], [-0.442, 2.213, -3.028], [-0.750, 0.424, -2.988], [-1.634, 1.551, -0.342], [-2.647, 0.872, -1.760], [-3.471, 3.066, -1.149], [-1.880, 3.893, -1.245], [-3.424, 2.620, -3.502], [-3.331, 4.210, -3.106], [2.354, 2.759, -3.003], [3.625, 1.980, -1.860], [2.158, -0.190, -3.414], [2.681, 1.100, -4.566], [4.460, -0.523, -4.534], [5.135, 0.881, -3.614], [5.218, -1.796, -2.827], [3.786, -1.285, -1.851], [6.054, -1.087, -0.865], [5.103, 0.306, -0.822], [0.571, -2.949, -3.089], [1.450, -5.387, -3.294], [2.428, -6.607, -1.227], [2.505, -5.430, 1.102], [1.640, -3.026, 1.271], [7.487, -2.083, 3.576], [8.570, -2.100, 2.538], [7.906, -2.590, 1.392], [6.602, -2.201, 1.525], [5.811, -2.199, 0.641], [6.327, -1.808, 2.799], [9.558, -2.969, 2.873], [7.370, -3.049, 4.074], [7.644, -1.314, 4.332], [9.001, -1.119, 2.321], [-5.081, 1.737, 2.100], [-6.552, 1.882, 2.345], [-6.972, 2.725, 1.287], [-6.111, 2.476, 0.257], [-6.310, 2.797, -0.871], [-5.003, 1.810, 0.679], [-6.794, 2.513, 3.521], [-4.499, 2.552, 2.538], [-4.689, 0.790, 2.468], [-7.105, 0.948, 2.309], [-10.447, -1.627, 3.518], [-9.677, -1.666, 2.231], [-8.687, -0.675, 2.424], [-8.455, -0.636, 3.769], [-7.510, -0.121, 4.272], [-9.441, -1.270, 4.462], [-10.456, -1.304, 1.184], [-11.230, -0.865, 3.516], [-10.894, -2.589, 3.767], [-9.200, -2.626, 2.020]],
  "mulliken_charge": [-0.851, 0.122, -0.110, -0.765, -0.141, -1.260, -0.347, -0.388, -0.145, -0.659, -0.378, -0.237, -1.191, 0.089, -0.821, 0.487, 0.280, -0.518, 0.156, -0.196, -0.552, -0.319, -0.631, -0.142, 0.198, 0.243, 0.347, 0.223, 0.455, 0.535, 0.314, -0.035, 0.297, -0.088, 0.273, 0.238, 0.265, 0.384, 0.218, 0.034, 0.277, 0.379, 0.373, 0.428, -0.044, 0.282, 0.357, 0.349, 0.326, 0.320, 0.345, 0.316, -0.428, 0.296, -0.287, 0.640, -0.570, -0.250, -0.292, 0.281, 0.262, 0.290, -0.569, 0.790, -0.348, 0.569, -0.538, -0.227, -0.294, 0.277, 0.295, 0.019, -0.431, 0.248, -0.289, 0.702, -0.457, -0.341, -0.275, 0.276, 0.276, 0.285],
  "homo_lumo_gap_ev": 6.3,
  "total_charge": -1,
  "max_force_ev_per_a": 3.41,
  "homo_energy_ev": -4.63,
  "de_lowest_kj_mol": 260.91
}

***

{
  "formula": "C6H14N2O2",
  "method": "ωB97M-V/def2-TZVPD",
  "elements": ["C", "N", "C", "C", "O", "H", "H", "H", "H", "H", "H", "H", "C", "N", "C", "C", "O", "H", "H", "H", "H", "H", "H", "H"],
  "xyz": [[-1.619, 2.633, -0.071], [-2.044, 1.294, -0.465], [-1.699, 0.221, 0.307], [-2.525, -1.020, 0.102], [-0.807, 0.302, 1.128], [-0.567, 2.783, -0.311], [-2.129, 3.361, -0.699], [-1.891, 2.802, 0.960], [-2.792, 1.213, -1.129], [-1.992, -1.849, 0.536], [-3.488, -0.925, 0.590], [-2.731, -1.222, -0.942], [1.322, -2.564, 0.128], [1.418, -1.342, -0.637], [1.967, -0.231, -0.072], [1.765, 1.058, -0.822], [2.612, -0.329, 0.956], [2.296, -3.034, 0.264], [0.947, -2.356, 1.131], [0.606, -3.248, -0.314], [0.929, -1.319, -1.515], [0.865, 0.987, -1.428], [1.556, 1.796, -0.055], [2.642, 1.383, -1.362]],
  "mulliken_charge": [-0.776, -0.182, 0.824, -1.332, -0.584, 0.153, 0.376, 0.271, 0.228, 0.290, 0.372, 0.384, -0.936, -0.157, 0.677, -1.001, -0.646, 0.283, 0.277, 0.358, 0.265, 0.270, 0.180, 0.406],
  "homo_lumo_gap_ev": 9.9,
  "max_force_ev_per_a": 1.09,
  "homo_energy_ev": -9.26,
  "de_lowest_kj_mol": 65.05,
  "smiles": "CNC(C)=O.CNC(C)=O"
}

***

{
  "formula": "C2H12O6V",
  "method": "ωB97M-V/def2-TZVPD",
  "elements": ["V", "O", "C", "C", "O", "H", "H", "H", "H", "O", "H", "H", "O", "H", "H", "O", "H", "H", "O", "H", "H"],
  "xyz": [[-0.472, -0.110, 0.065], [0.651, 1.536, 0.332], [1.307, 1.694, -0.903], [1.681, 0.278, -1.572], [0.513, -0.427, -1.711], [2.100, 2.426, -0.828], [0.545, 2.110, -1.583], [2.284, -0.399, -1.003], [2.194, 0.424, -2.503], [-1.104, 0.369, 2.225], [-1.343, -0.435, 2.648], [-0.558, 0.873, 2.808], [-1.787, -1.990, 0.211], [-1.562, -2.646, 0.897], [-1.893, -2.629, -0.455], [-2.112, 1.185, -0.559], [-1.684, 1.978, -0.268], [-2.199, 1.300, -1.559], [0.881, -1.576, 1.249], [0.702, -2.508, 1.067], [1.849, -1.460, 1.437]],
  "mulliken_charge": [0.745, -0.732, -0.294, -0.268, -0.799, 0.389, 0.089, 0.125, 0.354, -0.443, 0.296, 0.297, -0.508, 0.279, 0.291, -0.589, 0.349, 0.357, -0.512, 0.281, 0.292],
  "homo_lumo_gap_ev": [5.2, 6.3],
  "max_force_ev_per_a": 2.68,
  "homo_energy_ev": [-5.79, -6.90],
  "multiplicity": 4,
  "de_lowest_kj_mol": 29.51
}

***

{
  "formula": "C3H8NS",
  "method": "ωB97M-V/def2-TZVPD",
  "elements": ["C", "C", "C", "N", "S", "H", "H", "H", "H", "H", "H", "H", "H"],
  "xyz": [[1.292, 0.962, 1.490], [0.214, -0.289, 0.126], [-0.745, -1.330, -0.063], [-0.081, 0.835, 0.955], [1.801, -0.401, 0.717], [0.068, 0.588, -3.523], [1.718, 1.987, 1.680], [0.007, -0.077, -2.962], [-0.527, -2.163, 0.608], [-0.849, -1.673, -1.195], [-1.714, -0.935, 0.234], [-0.935, 0.869, 1.605], [-0.251, 1.628, 0.327]],
  "mulliken_charge": [-0.275, 0.262, -0.874, -0.188, 0.045, 0.258, 0.364, -0.247, 0.354, 0.231, 0.290, 0.406, 0.374],
  "homo_lumo_gap_ev": [7.9, 8.0],
  "total_charge": 1,
  "max_force_ev_per_a": 3.26,
  "homo_energy_ev": [-13.35, -13.38],
  "de_lowest_kj_mol": 464.85
}